[1]
The following is a DFT calculation (ωB97M-V with the def2-TZVPD basis set) of a cluster of 10 separate species, C29H59F6N7O11S2 in total in a non-equilibrium geometry.

**Total charge**: 0
**Frontier orbital gap**: 7.30 eV
**2S+1**: 1

XYZ file:
```
114
C29H59F6N7O11S2, DFT ωB97M-V with the def2-TZVPD basis set
C -2.841 1.516 -0.839
N -2.238 0.149 -0.725
C -3.387 -0.735 -0.376
C -1.616 -0.231 -2.057
C -1.051 0.073 0.313
C -1.437 0.075 1.842
O -2.035 1.364 2.206
H -3.266 1.639 -1.835
H -1.982 2.157 -0.644
H -3.662 1.660 -0.136
H -3.912 -0.506 0.551
H -3.021 -1.760 -0.321
H -3.956 -0.760 -1.306
H -2.424 -0.175 -2.787
H -1.053 -1.164 -2.048
H -0.976 0.575 -2.416
H -0.327 0.868 0.128
H -0.587 -0.905 0.190
H -0.637 -0.043 2.573
H -2.217 -0.658 2.050
H -2.828 1.232 2.731
C -5.743 3.486 3.673
F -4.536 4.003 3.249
F -6.506 4.588 3.760
F -6.326 2.687 2.821
S -5.436 2.787 5.464
O -4.491 3.713 6.052
O -6.713 2.697 6.184
N -4.578 1.286 5.182
S -4.985 0.449 6.452
O -4.432 1.010 7.675
O -6.347 -0.011 6.513
C -3.950 -1.231 6.148
F -2.684 -0.930 5.798
F -3.878 -1.976 7.304
F -4.547 -1.998 5.243
C -1.880 -3.552 -6.830
O -3.125 -3.549 -6.795
N -1.065 -4.680 -6.938
C 0.343 -4.663 -7.286
C -1.648 -5.978 -6.930
H -1.314 -2.612 -6.734
H 0.664 -4.892 -8.302
H 0.871 -5.383 -6.660
H 0.775 -3.679 -7.105
H -2.726 -6.047 -6.781
H -1.467 -6.499 -7.870
H -1.115 -6.542 -6.165
C 3.166 0.008 5.616
O 3.062 1.084 5.105
N 3.761 -1.076 5.201
C 3.857 -2.260 6.043
C 4.522 -1.082 4.030
H 2.846 -0.172 6.654
H 3.978 -3.126 5.392
H 2.926 -2.482 6.564
H 4.790 -2.308 6.605
H 5.539 -1.441 4.186
H 4.026 -1.771 3.346
H 4.434 -0.177 3.429
C -1.574 -5.380 2.765
O -1.415 -4.994 1.626
N -0.603 -5.672 3.639
C -0.986 -6.349 4.930
C 0.857 -5.749 3.260
H -2.505 -5.398 3.353
H -2.032 -6.354 5.235
H -0.381 -6.085 5.798
H -0.902 -7.422 4.759
H 1.277 -4.936 3.850
H 1.257 -6.722 3.546
H 0.967 -5.441 2.220
C -0.357 3.381 -7.892
C 0.422 2.518 -6.862
O -0.094 1.474 -6.486
C 1.831 2.866 -6.539
H -1.345 3.020 -8.179
H 0.324 3.484 -8.736
H -0.559 4.345 -7.426
H 1.895 3.617 -5.752
H 2.349 3.118 -7.463
H 2.305 1.953 -6.178
C 5.277 0.000 -2.794
C 4.884 0.276 -1.337
O 4.019 -0.367 -0.820
C 5.697 1.262 -0.515
H 5.270 0.821 -3.512
H 4.651 -0.786 -3.217
H 6.141 -0.662 -2.750
H 5.121 1.571 0.357
H 5.994 2.135 -1.096
H 6.674 0.813 -0.339
C 1.152 9.190 -2.985
C 0.601 8.196 -1.965
O 0.174 8.486 -0.821
C 0.344 6.733 -2.367
H 0.926 8.925 -4.018
H 2.223 9.334 -2.843
H 0.641 10.124 -2.752
H 1.083 6.079 -1.904
H 0.230 6.428 -3.407
H -0.520 6.391 -1.797
C -0.432 5.432 3.251
C 0.591 6.081 4.077
N 1.374 6.582 4.733
H -0.730 5.985 2.360
H -1.260 5.291 3.945
H -0.045 4.511 2.816
C 4.528 -5.116 -1.448
C 3.402 -4.776 -2.304
N 2.401 -4.540 -2.951
H 4.838 -6.154 -1.570
H 4.093 -5.215 -0.454
H 5.307 -4.355 -1.424
```


[2]
The following is a DFT calculation (ωB97M-V with the def2-TZVPD basis set) of a structure of composition C29H59IrN8O6P2 in a non-equilibrium geometry.

**Total charge**: +3
**Frontier orbital gap (alpha / beta)**: 6.96 / 6.92 eV
**2S+1**: 2

XYZ file:
```
105
C29H59IrN8O6P2, DFT ωB97M-V with the def2-TZVPD basis set
Ir 0.926 0.217 -0.273
C 1.637 -1.793 -5.676
N 1.578 -1.919 -4.231
C 1.623 -3.275 -3.718
C 1.401 -0.904 -3.367
N 1.151 -1.099 -2.104
N 1.494 0.373 -3.876
C 1.006 1.539 -3.326
N 0.907 2.569 -4.186
N 0.681 1.620 -2.083
H 2.670 -1.827 -6.030
H 1.161 -0.883 -6.033
H 1.102 -2.631 -6.118
H 1.961 -3.945 -4.504
H 0.633 -3.605 -3.388
H 2.333 -3.344 -2.893
H 0.987 -2.067 -1.864
H 1.875 0.453 -4.811
H 1.211 2.522 -5.144
H 0.574 3.462 -3.865
H 0.257 2.494 -1.803
C 2.858 -1.042 2.022
N 2.621 -1.621 0.710
C 1.959 -2.908 0.817
C 3.851 -1.713 -0.071
C 4.184 -0.461 -0.833
C 5.372 -0.422 -1.569
C 5.715 0.711 -2.281
C 4.882 1.823 -2.262
C 3.703 1.789 -1.530
C 3.328 0.635 -0.867
H 3.455 -1.717 2.649
H 1.906 -0.853 2.516
H 3.397 -0.107 1.905
H 2.574 -3.614 1.388
H 1.777 -3.331 -0.168
H 1.007 -2.795 1.330
H 3.768 -2.533 -0.789
H 4.692 -1.960 0.593
H 6.029 -1.278 -1.561
H 6.643 0.742 -2.831
H 5.155 2.714 -2.804
H 3.074 2.666 -1.504
C -0.522 -2.233 5.324
C -0.960 -2.504 3.893
C -1.889 -3.700 3.791
O -1.667 -1.328 3.436
P -1.579 -0.709 1.998
O -0.161 -0.785 1.505
C -2.769 -1.437 0.838
P -2.819 -0.195 -0.509
O -1.477 0.384 -0.767
O -3.364 -1.115 -1.687
C -3.395 -0.768 -3.079
C -2.099 -1.231 -3.732
C -3.624 0.714 -3.317
O -3.828 0.968 -0.221
C -5.255 0.980 0.055
C -6.008 -0.219 -0.489
C -5.475 1.153 1.550
O -2.184 0.720 2.161
C -1.839 1.592 3.274
C -3.014 1.665 4.233
C -1.470 2.938 2.675
H -0.068 -3.126 5.742
H -1.383 -1.964 5.929
H 0.199 -1.420 5.363
H -0.080 -2.638 3.252
H -2.796 -3.496 4.351
H -1.413 -4.577 4.215
H -2.156 -3.910 2.758
H -3.731 -1.598 1.316
H -2.400 -2.378 0.434
H -4.235 -1.351 -3.477
H -1.267 -0.708 -3.266
H -2.131 -1.011 -4.795
H -1.975 -2.302 -3.601
H -2.826 1.284 -2.844
H -4.575 1.038 -2.905
H -3.633 0.916 -4.384
H -5.595 1.892 -0.456
H -5.657 -1.144 -0.036
H -5.908 -0.301 -1.567
H -7.064 -0.101 -0.257
H -5.203 0.250 2.092
H -6.521 1.373 1.746
H -4.874 1.980 1.910
H -0.972 1.158 3.788
H -3.868 2.133 3.753
H -2.737 2.255 5.102
H -3.299 0.668 4.558
H -2.322 3.348 2.139
H -0.646 2.812 1.974
H -1.184 3.624 3.466
C 2.680 4.738 2.631
N 3.152 3.413 2.290
C 4.482 3.052 2.734
C 2.394 2.574 1.686
N 1.708 1.806 1.144
H 3.292 5.488 2.127
H 2.759 4.892 3.709
H 1.643 4.861 2.330
H 5.190 3.818 2.410
H 4.782 2.095 2.315
H 4.517 2.993 3.824
```


[3]
The following is a DFT calculation (ωB97M-V with the def2-TZVPD basis set) of a cluster of 4 separate species, C29H61IN3O15P in total in a non-equilibrium geometry.

**Total charge**: 0
**SMILES**: CP(O)[C@@H]1C(=O)O[C@](COO)(CC(=O)I)[C@@]1(O)CCC(=O)O.COCCNCCOC.COCCNCCOC.COCCNCCOC
**Frontier orbital gap**: 8.80 eV
**2S+1**: 1

XYZ file:
```
110
C29H61IN3O15P, DFT ωB97M-V with the def2-TZVPD basis set
C -2.012 1.765 0.468
P -0.581 0.682 -0.014
O -0.156 1.117 -1.577
C 0.765 1.230 1.149
C 1.883 2.194 0.626
O 2.003 2.745 -0.378
O 2.752 2.223 1.681
C 2.665 1.025 2.552
C 2.194 1.637 3.890
O 0.983 1.088 4.380
O -0.026 2.045 4.296
C 4.127 0.507 2.459
C 5.133 1.276 3.321
O 5.871 0.687 3.971
I 5.296 3.422 3.366
C 1.692 0.154 1.738
O 2.398 -0.384 0.630
C 0.954 -1.038 2.393
C 1.690 -1.728 3.554
C 0.798 -1.874 4.771
O -0.370 -1.759 4.736
O 1.425 -2.190 5.944
H -1.669 2.761 0.787
H -2.712 1.900 -0.360
H -2.540 1.332 1.322
H -0.641 1.934 -1.766
H 0.264 1.891 1.875
H 2.028 2.705 3.732
H 2.928 1.569 4.701
H -0.860 1.556 4.218
H 4.450 0.629 1.419
H 4.219 -0.555 2.689
H 1.779 -0.666 -0.058
H 0.804 -1.786 1.614
H -0.046 -0.707 2.688
H 2.621 -1.256 3.872
H 1.924 -2.758 3.257
H 1.027 -3.001 6.288
C 6.035 1.308 -1.800
O 4.944 0.405 -1.812
C 3.691 1.040 -2.078
C 3.123 0.558 -3.399
N 3.898 1.069 -4.526
C 3.530 0.476 -5.810
C 3.828 -1.010 -6.008
O 5.210 -1.320 -6.034
C 5.787 -1.598 -4.770
H 6.927 0.750 -1.515
H 6.200 1.743 -2.792
H 5.874 2.107 -1.070
H 3.772 2.128 -2.055
H 3.017 0.745 -1.286
H 2.088 0.903 -3.490
H 3.122 -0.541 -3.382
H 4.879 0.886 -4.357
H 4.079 1.027 -6.579
H 2.465 0.655 -5.992
H 3.442 -1.287 -6.994
H 3.297 -1.643 -5.287
H 5.076 -2.068 -4.086
H 6.195 -0.691 -4.317
H 6.619 -2.286 -4.927
C -3.834 1.348 -8.688
O -2.504 0.876 -8.802
C -1.526 1.854 -8.457
C -0.769 1.425 -7.215
N -1.623 1.495 -6.034
C -1.026 0.899 -4.840
C -0.806 -0.612 -4.847
O -2.005 -1.367 -4.871
C -2.507 -1.658 -6.164
H -4.498 0.561 -9.045
H -4.088 1.570 -7.646
H -3.988 2.240 -9.303
H -1.969 2.845 -8.327
H -0.822 1.910 -9.293
H 0.094 2.082 -7.074
H -0.402 0.404 -7.384
H -2.493 1.017 -6.230
H -1.696 1.130 -4.007
H -0.075 1.398 -4.628
H -0.311 -0.867 -3.905
H -0.124 -0.933 -5.644
H -1.708 -1.770 -6.901
H -3.212 -0.889 -6.492
H -3.056 -2.599 -6.105
C -7.264 -1.336 8.426
O -5.900 -1.274 8.800
C -5.258 -2.546 8.812
C -4.181 -2.602 7.746
N -4.769 -2.630 6.411
C -3.793 -2.471 5.334
C -3.085 -1.124 5.220
O -3.950 -0.048 4.868
C -4.565 0.611 5.962
H -7.682 -0.334 8.522
H -7.375 -1.660 7.386
H -7.820 -2.011 9.083
H -5.974 -3.364 8.694
H -4.786 -2.656 9.793
H -3.577 -3.503 7.891
H -3.532 -1.726 7.880
H -5.450 -1.884 6.339
H -4.332 -2.641 4.397
H -3.043 -3.264 5.414
H -2.373 -1.206 4.408
H -2.498 -0.881 6.112
H -3.930 0.612 6.852
H -5.534 0.162 6.197
H -4.749 1.646 5.670
```


Listing total energy for the structures above in their given order: -3746.5816, -2816.1920, -3073.2272 Eh.